Below is 2 unconnected molecules or ions with the total composition C4H6F2N4O2 at a distorted geometry, with properties calculated with ωB97M-V with the def2-TZVPD basis set.

Last columns: bonded neighbours and bond lengths (Å).
Cartesian coordinates (Å):
1 H -1.33 1.74 1.57  C5 1.077
2 N -2.89 0.13 -0.16  O12 1.180, F15 1.508, N16 1.217
3 N 1.81 -0.33 0.24  C4 1.278, N13 1.224
4 C 0.59 -0.63 0.01  N3 1.278, C17 1.524, C18 1.516
5 C -0.42 1.19 1.44  H1 1.077, H10 1.169, C18 1.324
6 H -0.46 -2.62 -0.01  C17 1.066
7 H 1.13 -2.68 -0.73  C17 1.209
8 O 3.75 0.52 0.63  N13 1.185
9 H -0.37 -1.78 -1.57  C17 1.142
10 H 0.56 1.41 2.03  C5 1.169
11 H 2.16 1.50 -1.19  F14 0.869
12 O -3.86 -0.45 -0.48  N2 1.180
13 N 2.80 0.34 -0.04  N3 1.224, O8 1.185
14 F 1.85 2.04 -1.80  H11 0.869
15 F -3.22 1.56 0.18  N2 1.508
16 N -1.72 -0.21 -0.08  N2 1.217, C18 1.395
17 C 0.16 -1.97 -0.58  C4 1.524, H6 1.066, H7 1.209, H9 1.142
18 C -0.55 0.23 0.53  C4 1.516, C5 1.324, N16 1.395

## Properties
SMILES = C=C(/N=[N+](/[O-])F)/C(C)=N\N=O.F
relative energy (zero: lowest compared OMol25 entry of this formula, charge and spin) = 0.0 kcal/mol
LUMO level (spin up / spin down) = -0.0510 / -0.0510 hartree
net charge = 0
strongest force on any atom = 0.098 Eh/bohr
orbital gap (spin up / spin down) = 8.1 / 8.1 eV
HOMO level (spin up / spin down) = -9.473 / -9.473 eV
total energy = -19726.41079 eV